No. 1
9
Properties=species:S:1:pos:R:3 method="wB97M-V/def2-TZVPD" homo_energy_ev=-10.3 orbital_gap_ev=8.69
N -1.6673 1.6902 -0.0983
C 0.6926 0.5835 0.0754
C -0.7877 -1.2462 -0.2784
C -0.6364 1.2003 -0.0391
C -1.8731 -1.2873 0.3130
C 0.4758 -0.9249 -0.1515
H 1.4719 -1.5900 -0.2086
H 1.4038 0.7682 -0.7093
H 0.9205 0.8062 1.0968


No. 2
20
Properties=species:S:1:pos:R:3 method="wB97M-V/def2-TZVPD" homo_energy_ev=-4.5 charge=-1 orbital_gap_ev=8.46
Si 0.7116 0.4698 0.3756
O -1.1472 1.5496 0.8131
O -2.7746 1.3368 -0.7188
C -2.2447 -1.9180 0.8353
C -1.6043 -1.8584 -0.2963
C -1.6828 1.0543 -0.2364
C 1.5417 2.1301 -0.1070
C -0.7037 0.0816 -0.8095
C 2.0913 -0.7992 -0.1252
H 3.0762 -0.3906 0.0785
H -0.6527 -0.0620 -1.8862
H -2.7516 -2.8175 1.1834
H -2.3123 -1.0597 1.4827
H 1.0202 2.9587 0.3545
H -1.4412 -2.5895 -1.0597
H 2.0056 -1.7216 0.4410
H 2.0643 -1.0718 -1.1769
H 1.5096 2.2801 -1.1832
H 2.5840 2.1617 0.1983
H 0.7107 0.2656 1.8365


No. 3
14
Properties=species:S:1:pos:R:3 method="wB97M-V/def2-TZVPD" homo_energy_ev="-7.9 / -8.1" orbital_gap_ev="7.53 / 8.04"
O 3.0825 0.4625 1.9282
O -0.0516 0.0734 0.4404
C 1.9548 0.0866 1.6490
C -2.1743 -0.4291 -0.5148
C 1.1701 0.6005 0.5713
C -0.8741 0.2880 -0.5135
H -0.6533 1.0929 -1.2120
H -2.9772 0.2374 -0.1744
H 1.4075 -0.4734 -1.2699
H 1.4489 -0.7214 2.2224
H 1.4385 1.4527 -0.0436
H -2.4339 -0.7616 -1.5266
H 0.7990 -0.6080 -1.7001
H -2.1368 -1.3006 0.1438


No. 4
22
Properties=species:S:1:pos:R:3 method="wB97M-V/def2-TZVPD" homo_energy_ev=-9.4 orbital_gap_ev=9.87
S 1.5497 0.8779 1.0448
O -1.8752 0.7746 -1.1481
N -0.1858 -1.0522 0.4178
N -0.0767 3.4947 -0.1206
N 1.2759 0.7097 -2.7724
C -0.3301 2.4349 -0.4553
C 1.3054 -0.4841 2.2033
C -2.7342 1.5574 -1.9417
C 1.4705 -2.6387 0.8929
C 0.3697 0.9932 -2.1442
C 0.5182 -1.6111 1.5196
C 0.3164 0.0722 0.1864
C -0.5906 1.1727 -1.0818
H -3.7209 0.9976 -1.9984
H 2.4121 -2.1631 0.6787
H 1.6793 -3.4466 1.5025
H -2.3458 1.8104 -2.9691
H 2.3073 -0.8642 2.4993
H 0.9926 -2.8784 -0.1648
H -2.9860 2.6249 -1.5859
H 0.8304 -0.2524 3.1481
H -0.1824 -2.1294 2.2891


For reference, ΔE to the lowest compared entry with this formula, charge and spin by record: 341.7 173.1 456.8 423.8 kJ/mol.